[1]
Density functional theory data (wB97M-V/def2-TZVPD) for C3H5N2O as an isolated structure in a non-equilibrium geometry.

Properties
* HOMO level: -15.338 eV
* HOMO-LUMO gap: 9.27 eV
* DFT total energy: -8209.7074 eV
* energy above the lowest of the compared OMol25 structures with the same formula, charge and spin: 336.3 kJ/mol
* E_LUMO: -6.07 eV
* total charge: +1

Structure (XYZ):
```
11
Properties=species:S:1:pos:R:3:forces:R:3
C 0.177332 -0.305153 0.630545 1.36 6.05 -3.73
C -0.286320 0.839228 -0.846359 0.51 -0.43 0.75
C 0.653198 -1.176558 1.623880 0.04 -1.01 0.89
N 0.695132 1.144394 -0.048553 -0.77 -3.81 2.37
N -0.765745 1.288224 -1.967598 -0.38 -0.30 -0.03
O -0.810291 -0.370666 -0.228956 -0.68 -0.90 -0.13
H 0.794321 -2.185065 1.202417 0.03 0.17 -0.11
H -0.132787 -1.328338 2.379990 -0.03 0.14 -0.02
H 1.564332 -0.811681 2.097106 -0.11 0.07 -0.15
H -0.337958 2.078619 -2.435953 0.04 -0.06 0.16
H -1.551214 0.826996 -2.406518 0.00 0.08 0.00
```
Forces are in eV/Å.



[2]
Density functional theory data (wB97M-V/def2-TZVPD) for an isolated ion of composition C3H5N2O and charge +1 in a non-equilibrium geometry.

Properties
* 2S+1: 3
* HOMO level (spin up / spin down): -14.389 / -15.925 eV
* expectation value of S²: 2.037
* HOMO-LUMO gap (spin up / spin down): 9.70 / 6.68 eV
* DFT total energy: -8205.3846 eV
* energy above the lowest of the compared OMol25 structures with the same formula, charge and spin: 184.4 kJ/mol
* E_LUMO (spin up / spin down): -4.69 / -9.25 eV
* total charge: +1

Structure (XYZ):
```
11
Properties=species:S:1:pos:R:3:forces:R:3
C -0.914152 0.822287 -0.394769 -0.19 0.24 -2.43
C 0.669051 0.149419 1.393789 -0.57 -2.30 1.29
C -0.464758 -0.020625 -1.342524 -2.24 -1.39 -2.30
N 0.184362 -0.800871 2.015201 -0.95 3.65 -2.09
N -0.198673 1.159779 0.692210 -0.80 -4.21 -0.70
O -0.290353 2.244246 1.165793 -0.06 4.74 2.45
H -1.602008 1.575983 -0.723660 -0.84 0.14 0.41
H 1.597844 0.517311 1.084360 2.21 -0.05 0.40
H 0.459035 -0.507810 -1.435737 1.31 -0.56 0.62
H -1.142314 -0.345818 -2.223035 0.91 1.04 1.70
H 0.585327 -1.517716 2.544741 1.21 -1.29 0.64
```
Forces are in eV/Å.



Q: Look up the total charge of the first one.
A: +1



Q: DFT total energy of number 2 (C3H5N2O)?
A: -8205.3846 eV